{
  "formula": "C57H61As2CsN10OS2",
  "method": "ωB97M-V with the def2-TZVPD basis set",
  "elements": ["Cs", "C", "C", "N", "C", "C", "S", "C", "C", "S", "C", "N", "C", "H", "H", "H", "H", "H", "H", "H", "H", "C", "C", "C", "C", "N", "C", "C", "C", "C", "C", "C", "C", "H", "H", "H", "H", "H", "H", "H", "H", "C", "C", "As", "C", "C", "C", "C", "C", "C", "C", "C", "C", "C", "C", "C", "As", "C", "C", "C", "C", "C", "C", "C", "C", "C", "C", "C", "C", "H", "H", "H", "H", "H", "H", "H", "H", "H", "H", "H", "H", "H", "H", "H", "H", "H", "H", "H", "H", "H", "H", "H", "H", "N", "C", "C", "N", "H", "H", "H", "H", "H", "H", "H", "H", "H", "N", "C", "O", "C", "C", "N", "C", "N", "H", "H", "N", "C", "N", "C", "C", "C", "C", "C", "H", "H", "H", "H", "H", "H", "H", "H", "H", "H"],
  "coordinates": [[0.543, 0.999, 0.560], [1.932, 1.779, 4.313], [1.351, 3.095, 3.949], [0.645, 3.355, 2.895], [0.322, 4.688, 2.808], [0.783, 5.461, 3.827], [1.650, 4.499, 4.941], [-0.498, 5.160, 1.693], [-1.178, 6.339, 1.649], [-2.024, 6.485, 0.167], [-1.418, 4.922, -0.305], [-0.655, 4.372, 0.576], [-1.787, 4.300, -1.607], [1.248, 0.969, 4.041], [2.158, 1.736, 5.378], [2.859, 1.611, 3.760], [0.672, 6.523, 3.972], [-1.230, 7.113, 2.396], [-1.638, 5.000, -2.429], [-2.839, 4.001, -1.613], [-1.165, 3.419, -1.763], [-3.664, 2.452, 2.648], [-3.957, 1.711, 3.781], [-3.263, 0.537, 3.998], [-2.284, 0.131, 3.087], [-2.027, 0.831, 1.977], [-2.708, 1.958, 1.778], [-1.460, -1.052, 3.459], [-2.106, -2.219, 3.841], [-1.456, -3.208, 4.609], [-0.156, -3.018, 4.960], [0.593, -1.955, 4.332], [-0.062, -0.891, 3.585], [-4.167, 3.387, 2.438], [-4.703, 2.048, 4.489], [-3.441, -0.058, 4.885], [-2.474, 2.502, 0.869], [-3.155, -2.350, 3.593], [-2.025, -4.055, 4.973], [0.333, -3.681, 5.666], [1.499, -1.641, 4.856], [-3.444, 0.525, -1.787], [-2.763, 0.530, -3.158], [-0.781, 0.635, -2.957], [-0.186, -1.118, -3.583], [1.197, -1.304, -3.676], [1.720, -2.512, -4.103], [0.872, -3.561, -4.437], [-0.499, -3.387, -4.347], [-1.023, -2.171, -3.925], [-0.452, 1.585, -4.650], [-0.917, 2.895, -4.760], [-0.699, 3.647, -5.903], [-0.004, 3.098, -6.971], [0.456, 1.794, -6.881], [0.235, 1.045, -5.732], [-2.922, -1.048, -0.722], [-3.834, -2.436, -1.785], [-3.217, -3.672, -1.954], [-3.855, -4.695, -2.642], [-5.119, -4.491, -3.174], [-5.747, -3.263, -3.005], [-5.110, -2.248, -2.308], [-4.371, -1.054, 0.602], [-5.232, 0.010, 0.833], [-6.269, -0.103, 1.751], [-6.461, -1.287, 2.445], [-5.609, -2.361, 2.217], [-4.573, -2.241, 1.306], [-4.530, 0.579, -1.889], [-3.124, 1.402, -1.215], [-3.067, 1.414, -3.721], [-3.070, -0.336, -3.747], [1.857, -0.490, -3.394], [2.793, -2.643, -4.167], [1.282, -4.508, -4.763], [-1.171, -4.198, -4.600], [-2.098, -2.064, -3.871], [-1.468, 3.335, -3.938], [-1.072, 4.663, -5.963], [0.173, 3.682, -7.865], [0.991, 1.350, -7.712], [0.603, 0.030, -5.692], [-2.218, -3.825, -1.556], [-3.364, -5.653, -2.765], [-5.616, -5.284, -3.717], [-6.739, -3.099, -3.408], [-5.626, -1.306, -2.160], [-5.101, 0.942, 0.297], [-6.929, 0.738, 1.922], [-7.272, -1.376, 3.156], [-5.760, -3.294, 2.747], [-3.916, -3.085, 1.122], [2.089, -3.358, 2.448], [1.336, -3.726, 1.249], [0.721, -2.472, 0.613], [1.025, -2.454, -0.809], [2.546, -4.153, 2.875], [1.162, -2.532, 3.430], [2.779, -2.638, 2.250], [0.557, -4.433, 1.542], [1.960, -4.214, 0.495], [1.112, -1.590, 1.144], [-0.363, -2.474, 0.741], [0.460, -1.767, -1.290], [1.993, -2.177, -0.940], [2.344, 3.671, -1.735], [2.456, 2.304, -1.633], [1.807, 1.581, -2.395], [3.281, 1.803, -0.574], [3.875, 2.652, 0.379], [4.361, 3.349, 1.164], [3.465, 0.422, -0.435], [3.656, -0.713, -0.308], [1.924, 3.994, -2.591], [3.045, 4.260, -1.316], [3.778, -0.902, 3.053], [4.848, -0.802, 2.615], [6.094, -0.717, 2.189], [6.575, 0.561, 1.633], [8.058, 0.425, 1.333], [8.310, -0.639, 0.247], [7.241, -1.743, 0.295], [6.766, -1.943, 1.727], [6.385, 1.351, 2.358], [6.030, 0.809, 0.721], [8.576, 0.151, 2.255], [8.448, 1.393, 1.020], [9.303, -1.070, 0.394], [8.304, -0.174, -0.740], [7.630, -2.681, -0.105], [6.376, -1.461, -0.309], [7.618, -2.153, 2.382], [6.069, -2.776, 1.806]],
  "e_lumo_ev": 0.053,
  "homo_lumo_gap_ev": 7.29,
  "total_charge": 0
}

---

{
  "formula": "C57H61CrN8S",
  "method": "ωB97M-V with the def2-TZVPD basis set",
  "elements": ["Cr", "C", "C", "C", "C", "C", "C", "C", "N", "C", "C", "C", "C", "C", "C", "C", "C", "C", "C", "N", "C", "C", "C", "N", "C", "C", "C", "C", "C", "C", "C", "C", "C", "C", "C", "C", "C", "C", "N", "C", "C", "H", "H", "H", "H", "H", "H", "H", "H", "H", "H", "H", "H", "H", "H", "H", "H", "H", "H", "H", "H", "H", "H", "H", "H", "H", "H", "H", "H", "H", "H", "H", "H", "H", "H", "H", "H", "H", "H", "H", "H", "H", "H", "H", "H", "C", "C", "C", "C", "C", "C", "C", "C", "C", "S", "C", "N", "H", "H", "H", "H", "H", "H", "H", "H", "C", "C", "N", "C", "C", "C", "C", "C", "C", "C", "C", "N", "C", "N", "H", "H", "H", "H", "H", "H", "H", "H", "H"],
  "coordinates": [[0.702, 0.654, -0.604], [3.603, 4.313, 3.139], [4.558, 3.378, 2.388], [3.843, 2.188, 1.834], [3.789, 0.922, 2.325], [4.465, 0.357, 3.533], [3.535, 0.322, 4.751], [2.878, 0.187, 1.473], [2.350, 1.009, 0.529], [2.965, 2.220, 0.684], [2.848, 3.267, -0.201], [2.036, 3.306, -1.328], [1.855, 4.474, -2.150], [2.630, 5.748, -2.025], [4.034, 5.655, -2.630], [0.828, 4.196, -2.998], [0.400, 2.854, -2.699], [-0.707, 2.240, -3.261], [-1.157, 0.965, -2.986], [-0.560, 0.111, -2.100], [-1.136, -1.102, -2.295], [-0.720, -2.279, -1.687], [0.305, -2.390, -0.779], [1.007, -1.337, -0.247], [1.848, -1.893, 0.679], [2.661, -1.179, 1.532], [1.713, -3.337, 0.695], [0.764, -3.647, -0.220], [0.261, -4.990, -0.630], [0.873, -5.462, -1.953], [2.489, -4.260, 1.578], [3.923, -4.480, 1.086], [-2.182, -1.012, -3.285], [-2.204, 0.283, -3.706], [-3.098, 0.914, -4.727], [-2.521, 0.862, -6.145], [-3.027, -2.159, -3.744], [-2.333, -3.024, -4.802], [1.177, 2.320, -1.711], [0.160, 5.117, -3.970], [-1.043, 5.829, -3.342], [4.123, 5.202, 3.500], [3.162, 3.800, 3.995], [2.781, 4.626, 2.493], [5.350, 3.045, 3.062], [5.048, 3.930, 1.581], [5.356, 0.946, 3.760], [4.812, -0.657, 3.317], [3.186, 1.327, 4.996], [4.047, -0.088, 5.624], [2.651, -0.286, 4.550], [3.427, 4.156, 0.015], [2.702, 6.026, -0.970], [2.076, 6.553, -2.514], [4.608, 4.856, -2.157], [4.582, 6.590, -2.506], [3.976, 5.429, -3.696], [-1.248, 2.799, -4.014], [-1.234, -3.191, -1.961], [3.200, -1.740, 2.284], [-0.828, -4.967, -0.714], [0.477, -5.711, 0.158], [0.689, -4.741, -2.754], [0.449, -6.421, -2.254], [1.955, -5.578, -1.860], [1.964, -5.214, 1.637], [2.491, -3.863, 2.597], [3.924, -4.931, 0.091], [4.468, -5.144, 1.760], [4.469, -3.537, 1.019], [-3.289, 1.953, -4.448], [-4.067, 0.411, -4.710], [-1.555, 1.369, -6.190], [-3.192, 1.340, -6.862], [-2.364, -0.170, -6.461], [-3.966, -1.772, -4.148], [-3.293, -2.784, -2.888], [-2.110, -2.439, -5.696], [-2.960, -3.869, -5.091], [-1.388, -3.417, -4.422], [-0.162, 4.558, -4.853], [0.881, 5.857, -4.325], [-1.769, 5.106, -2.967], [-1.541, 6.481, -4.063], [-0.725, 6.433, -2.491], [-3.496, -1.586, 0.421], [-3.869, -0.142, 0.550], [-5.223, 0.222, 0.780], [-5.540, 1.535, 0.924], [-4.518, 2.510, 0.874], [-4.792, 3.886, 1.057], [-3.760, 4.779, 1.028], [-2.440, 4.336, 0.824], [-2.124, 3.002, 0.657], [-0.417, 2.635, 0.536], [-3.197, 2.053, 0.655], [-2.908, 0.741, 0.469], [-4.374, -2.231, 0.446], [-2.821, -1.867, 1.231], [-2.954, -1.752, -0.509], [-5.981, -0.549, 0.835], [-6.564, 1.850, 1.094], [-5.814, 4.207, 1.221], [-3.948, 5.837, 1.165], [-1.632, 5.058, 0.805], [-0.309, 0.097, 4.672], [-0.501, 0.417, 3.335], [-0.559, -0.520, 2.383], [-0.435, -1.794, 2.745], [-0.185, -2.248, 4.066], [-0.142, -1.222, 5.035], [0.183, -3.586, 4.455], [0.034, -4.852, 3.884], [-0.812, -5.390, 2.898], [-1.992, -4.782, 2.367], [-2.723, -5.470, 1.444], [-2.412, -6.709, 0.992], [-1.328, -7.223, 1.588], [-0.533, -6.681, 2.482], [-0.274, 0.887, 5.414], [-0.597, 1.445, 3.004], [-0.465, -2.517, 1.938], [0.044, -1.489, 6.070], [0.762, -3.590, 5.377], [0.664, -5.621, 4.323], [-2.322, -3.818, 2.724], [-3.629, -5.034, 1.034], [-1.067, -8.235, 1.282]],
  "e_lumo_ev": [1.164, 1.065],
  "spin_multiplicity": 5,
  "homo_lumo_gap_ev": [3.14, 5.52],
  "total_charge": -1,
  "s2": 6.1897
}